(1)
ORCA calculation (ωB97M-V/def2-TZVPD) on one molecule with the formula C5H9N at a distorted geometry.

Computed properties:
- Kohn-Sham gap: 0.230 Ha
- ΔE to the lowest compared entry with this formula, charge and spin: 5.4399 eV
- LUMO: -0.727 eV

```
! RIJCOSX wB97M-V def2-TZVPD def2/J DEFGRID3
* xyz 0 1
C -0.383 -0.989 -0.075
H -0.107 3.107 -1.530
H -1.440 1.578 -0.027
C 0.352 2.657 -0.645
H -1.169 -3.153 1.254
H 0.335 -2.156 1.374
H -1.467 -0.986 -0.096
H 0.404 3.399 0.158
H 1.149 -2.386 -0.356
H 1.272 0.451 0.340
H 1.355 2.434 -1.016
C 0.237 -2.237 0.226
C -0.387 1.422 -0.252
N -0.399 -3.404 0.632
C 0.250 0.264 0.012
*
```


(2)
ORCA calculation (ωB97M-V/def2-TZVPD) on a 6-piece molecular cluster, C32H78NO30P6S overall at a distorted geometry.

Computed properties:
- Kohn-Sham gap: 0.222 Ha
- LUMO: 1.259 eV

```
! RIJCOSX wB97M-V def2-TZVPD def2/J DEFGRID3
* xyz -1 1
C 0.476 1.306 -2.578
H 1.925 4.904 -12.658
H -2.206 -1.921 7.634
C 1.745 4.292 -8.824
H -1.597 -1.121 6.178
H 0.554 4.097 -13.473
P 7.902 -0.610 -2.948
C 1.182 3.656 -3.377
O -0.504 3.897 -0.725
O -8.382 -3.616 9.193
P 4.251 3.308 -1.696
H -6.539 -4.594 6.942
H 5.039 1.683 3.524
H 4.991 7.224 -3.226
C -2.430 -1.691 6.594
O -6.633 -3.885 10.986
O -4.340 -2.670 4.094
C -9.240 -4.706 9.509
H 8.883 -3.628 -4.321
C 1.705 2.303 -2.735
H 0.833 9.293 -3.212
H 3.711 6.995 -1.057
P 0.044 3.848 -10.750
H -1.447 -5.032 2.191
H 4.482 8.484 -0.358
O 0.798 0.143 -1.788
C -1.418 2.763 -8.917
C 1.781 -0.239 2.012
O 1.048 7.215 -3.310
C 7.124 0.515 -5.141
H -3.211 -5.237 2.163
H 2.383 1.821 -3.504
H 6.170 0.170 -4.741
H -4.262 -9.095 4.206
H 6.116 7.086 -1.813
H 3.409 0.504 0.768
C 5.309 0.864 2.779
H -6.145 -3.380 4.770
H -9.422 -5.290 8.604
O -2.447 -4.309 3.832
O 2.308 5.057 -5.122
C -6.443 -5.512 7.525
O 3.132 8.864 -1.924
O -7.287 -9.584 4.485
H -4.296 -7.314 4.063
C -2.399 -4.558 2.430
H 5.193 3.495 -3.627
H 5.773 0.919 0.549
C 2.557 2.457 -1.422
H -0.501 -1.102 1.132
H 6.221 0.362 3.225
H 8.541 -0.286 -0.259
O -1.963 -1.775 3.660
H 1.781 7.780 -0.644
H 2.157 3.348 -13.485
H 9.633 -2.025 -4.455
O -6.742 -7.120 5.002
H -5.367 -4.353 3.510
H -7.254 -6.188 7.258
S 0.917 4.321 -0.719
P -6.805 -3.777 9.406
C 3.139 0.567 1.865
H -7.499 -10.365 2.555
H -1.116 0.216 -0.866
O 4.223 -0.034 2.596
O 9.294 -0.578 -2.173
O -6.491 -5.261 8.932
H 2.374 5.356 -2.426
O 0.829 4.836 -9.783
C 9.262 -0.912 -0.788
O 8.211 0.243 -4.254
H -7.372 -2.066 11.654
H -9.360 -7.323 4.601
H 9.007 -1.965 -0.658
O 7.785 -2.113 -3.479
H -7.441 -11.541 3.884
H -0.263 5.639 -3.751
O 1.000 5.433 0.255
O 1.610 2.981 -5.669
H -5.625 -2.093 11.281
C 1.735 3.921 -4.852
C 0.307 -1.083 0.339
H -8.813 -5.352 10.277
C -4.427 -8.256 3.528
H 5.141 2.470 1.229
H 0.932 0.500 2.034
C -9.414 -7.425 3.516
N 4.412 3.948 -3.140
H 7.071 1.590 -5.309
C -0.019 0.145 -0.595
H 2.563 4.996 -8.678
H 10.250 -0.728 -0.368
C -6.458 -2.661 11.696
H -1.927 3.719 -9.043
C 8.687 -2.568 -4.481
H 5.271 2.308 -1.562
O 1.637 -1.085 0.860
H -0.457 1.841 -2.234
H 3.041 1.634 2.221
H -3.346 -1.100 6.546
H -10.191 -4.312 9.866
C 1.823 8.628 -1.390
H 0.207 -2.034 -0.269
H -4.758 -4.406 5.184
C -5.190 -3.766 4.414
H 5.811 8.720 -2.650
H -8.895 -10.556 3.646
O -6.004 -2.731 8.761
P -2.765 -2.822 4.309
H 8.223 -2.443 -5.461
H 0.235 1.073 0.003
H 2.838 1.403 -1.107
O -1.084 4.470 -11.458
H -3.696 -8.299 2.722
H 2.155 3.335 -9.150
H 0.061 3.529 -3.513
H 1.753 -0.859 2.959
O -8.158 -7.788 2.948
P -6.961 -8.117 3.944
O 1.836 3.020 -0.290
C 0.758 8.381 -2.544
H -5.494 -5.988 7.286
O 6.745 -0.154 -2.166
H -0.283 8.407 -2.106
O -5.733 -8.332 2.956
H -9.731 -6.476 3.085
H 7.312 0.017 -6.093
C 1.335 4.929 -2.426
O -2.597 -2.919 5.888
H 6.838 2.021 1.611
H 4.466 4.363 -0.754
H -0.459 6.293 -2.086
H 1.541 9.564 -0.807
H -1.033 2.695 -7.898
H -10.149 -8.191 3.266
C 1.464 3.942 -12.890
C -7.805 -10.558 3.585
H -2.496 -3.641 1.847
C 0.311 6.078 -2.879
O 1.176 3.232 -11.693
H 1.229 4.159 -7.873
C 4.117 8.019 -1.325
C 5.805 1.584 1.455
H 0.248 0.920 -3.620
H -2.132 1.955 -9.081
C 5.340 7.754 -2.295
O -0.334 2.607 -9.828
H -6.232 -2.896 12.735
*
```


(3)
ORCA calculation (ωB97M-V/def2-TZVPD) on an isolated ion of composition C7H7N2O4S2 and charge -1 at a distorted geometry.

Computed properties:
- Kohn-Sham gap: 0.296 Ha
- ΔE to the lowest compared entry with this formula, charge and spin: 1.4945 eV
- LUMO: 3.250 eV
- SMILES string: N=[S@@]([O-])(c1cccc(C(N)=O)c1)=S(=O)=O

```
! RIJCOSX wB97M-V def2-TZVPD def2/J DEFGRID3
* xyz -1 1
H 1.048 3.750 0.241
C 1.032 0.262 0.479
H 2.900 -0.575 0.860
H 1.683 -2.754 2.016
S 1.815 1.786 -0.271
S 0.728 2.119 -2.382
O -0.144 3.227 -1.988
N -2.723 -0.690 -1.057
H -0.414 -3.228 1.502
C 1.188 -1.877 1.466
H -2.170 0.254 -1.234
H -0.981 0.883 -0.026
N 1.472 2.890 0.726
O 3.252 1.384 -0.292
O 0.034 0.855 -2.275
C -0.350 0.052 0.300
C 1.831 -0.775 0.977
O -3.125 -2.179 0.523
C -0.130 -2.196 1.052
C -0.950 -1.206 0.460
H -3.695 -0.546 -1.090
C -2.303 -1.439 0.013
*
```


(4)
ORCA calculation (ωB97M-V/def2-TZVPD) on C49H43F3N3O6PRhS2Te as an isolated structure at a distorted geometry.

Computed properties:
- Kohn-Sham gap (alpha / beta): 0.107 / 0.169 Ha
- ΔE to the lowest compared entry with this formula, charge and spin: 0.0000 eV
- LUMO (alpha / beta): 3.120 / 2.120 eV

```
! RIJCOSX wB97M-V def2-TZVPD def2/J DEFGRID3
* xyz -2 6
C -1.248 7.995 -2.293
Rh -0.876 -1.034 1.522
C 2.633 0.846 0.735
N 1.195 -2.050 2.008
H -3.643 -1.197 -2.697
C -0.966 -5.932 -4.365
C 5.205 -4.655 -2.367
C 1.363 3.905 3.501
C 1.848 2.878 2.507
H 0.707 3.478 4.266
C 3.005 -4.032 3.031
C 0.123 3.256 -1.540
C -1.559 -0.975 -3.316
C 2.443 -5.210 -2.247
F -2.606 -1.755 -5.346
C -1.165 6.808 -1.373
H -1.431 -4.287 -7.321
H -0.529 8.771 -2.026
C 3.020 -3.608 1.663
C -3.795 2.425 3.722
C -2.303 1.204 5.228
H -2.243 8.448 -2.247
C 2.057 -3.394 3.865
H 2.228 4.344 4.008
H 2.163 -3.092 -2.120
H -1.620 0.370 5.381
C -0.521 4.485 -0.959
H 0.620 -0.829 -3.487
H -2.052 7.777 0.349
H -3.737 3.867 6.801
C 0.095 -5.196 -3.842
H 6.264 -4.448 -2.399
H 3.707 -4.038 0.941
C 3.366 -6.255 -2.337
F -2.638 0.402 -4.953
P 0.681 -5.593 -2.177
H -3.094 -1.536 -0.332
C -3.124 1.975 -0.277
H -2.390 5.076 2.719
H 2.931 0.033 0.080
C 3.175 2.425 2.487
H -4.759 4.157 4.566
H -1.346 -6.769 -3.783
O -1.142 -1.983 3.375
H 2.981 -7.274 -2.336
S -0.244 -4.385 -0.883
H -3.862 1.528 0.400
H 0.801 4.720 3.021
C 3.951 -5.061 3.520
C -1.511 -5.610 -5.624
C 0.628 -4.138 -4.593
H 4.592 1.105 1.580
F -0.754 -0.574 -5.538
C 4.282 -3.612 -2.278
C -0.247 -0.963 -2.840
C 1.311 1.274 0.752
H 0.981 -1.127 -1.075
H 4.622 -2.584 -2.257
C -2.903 1.388 3.970
H 1.155 3.107 -1.200
S 0.429 -7.524 -1.830
H 3.875 2.872 3.182
C -2.005 5.973 2.227
H -0.285 5.493 -2.831
O 3.642 -5.626 4.619
H -2.164 1.972 7.218
N -1.036 -1.273 -0.558
N -1.106 0.758 2.531
O 4.977 -5.235 2.779
C 2.142 -2.630 1.224
C -0.991 -4.550 -6.362
C -0.627 5.599 -1.810
C -3.489 3.171 6.005
H 1.948 -3.607 4.930
C 0.012 -1.975 4.114
C 2.898 -3.885 -2.215
C 3.561 1.434 1.597
Te -1.116 2.808 1.785
O -1.778 1.769 0.214
C -2.599 -1.180 -2.411
H 0.194 3.410 -2.618
C -4.074 3.330 4.739
O -3.138 -0.311 2.213
H 1.465 -3.552 -4.229
H 0.567 0.847 0.094
C 0.075 -3.816 -5.851
H -2.344 -6.183 -6.021
C -1.520 5.769 0.818
H 2.130 -2.318 0.185
H -1.061 7.691 -3.318
C -2.615 2.105 6.243
O 0.076 -1.641 5.301
C 4.748 -5.975 -2.394
H 0.474 -2.979 -6.401
H -4.284 2.576 2.769
C -2.295 -1.339 -1.047
C 1.148 -2.454 3.320
C -0.035 -1.117 -1.454
C -1.890 -0.726 -4.775
C -0.974 4.580 0.362
H -3.240 1.511 -1.250
C 0.934 2.320 1.602
H -2.823 6.701 2.221
H 5.459 -6.790 -2.444
H -0.423 2.344 -1.347
C -2.451 0.533 2.858
C -1.605 6.874 -0.054
H -1.223 6.357 2.890
H -3.387 3.035 -0.388
*
```


(5)
ORCA calculation (ωB97M-V/def2-TZVPD) on an isolated ion of composition C5H12NO and charge +1 at a distorted geometry.

Computed properties:
- Kohn-Sham gap: 0.453 Ha
- ΔE to the lowest compared entry with this formula, charge and spin: 2.1201 eV
- LUMO: -3.980 eV
- SMILES string: CC[N+](C)(C)C=O

```
! RIJCOSX wB97M-V def2-TZVPD def2/J DEFGRID3
* xyz 1 1
C -1.174 -1.608 0.036
O 2.192 -1.313 -0.087
H -0.122 1.781 1.450
C 1.922 -0.222 -0.391
C -0.184 -0.632 0.777
H 1.106 2.478 0.545
H -1.826 -0.967 -0.674
H 0.638 -1.169 1.255
H -0.805 -2.429 -0.511
H -0.881 -0.161 1.423
C 0.082 0.665 -1.325
H 2.435 0.594 -0.980
H 0.032 -0.255 -1.824
N 0.545 0.364 0.013
H -1.800 -2.179 0.691
H 0.859 1.241 -1.908
C 0.769 1.510 0.893
H -0.771 1.334 -1.416
H 1.495 1.287 1.665
*
```


(6)
ORCA calculation (ωB97M-V/def2-TZVPD) on one molecule with the formula C5H10O.

Computed properties:
- Kohn-Sham gap: 0.399 Ha
- ΔE to the lowest compared entry with this formula, charge and spin: 1.6221 eV
- LUMO: 1.184 eV
- SMILES string: COCC1CC1

```
! RIJCOSX wB97M-V def2-TZVPD def2/J DEFGRID3
* xyz 0 1
H -3.178 -1.079 -0.553
C 2.038 -0.223 0.142
C 0.697 -0.146 0.803
O -1.107 -0.954 -0.544
C 1.716 0.932 1.046
C -2.348 -0.679 -1.151
H -0.259 0.905 -0.802
H 0.514 -0.840 1.620
H 2.729 -0.977 0.502
H -1.249 0.717 0.665
H -2.509 0.406 -1.257
H 1.552 1.903 0.583
C -0.524 0.203 0.008
H -2.369 -1.121 -2.153
H 2.199 0.983 2.017
H 2.096 -0.033 -0.927
*
```


(7)
ORCA calculation (ωB97M-V/def2-TZVPD) on C18H36FHfO6 as an isolated structure at a distorted geometry.

Computed properties:
- Kohn-Sham gap: 0.085 Ha
- ΔE to the lowest compared entry with this formula, charge and spin: 0.0000 eV
- LUMO: -14.226 eV

```
! RIJCOSX wB97M-V def2-TZVPD def2/J DEFGRID3
* xyz 3 1
H 3.395 1.066 -2.812
H 2.076 3.344 0.627
H -1.825 -0.060 1.877
C 3.167 2.135 2.130
H -3.095 -2.529 -1.953
H 4.023 2.964 3.866
O 0.827 -1.416 2.582
C -1.849 1.855 -2.330
H -2.696 1.476 1.652
C -0.954 2.553 -3.326
H -2.708 -4.102 -2.557
C -0.793 -2.202 -3.533
C 3.122 3.146 3.280
H -3.104 -1.632 0.071
H 0.504 -2.968 4.777
C -3.785 -0.782 0.063
C 2.170 2.317 0.974
O 4.036 1.311 2.044
H -2.866 2.294 -0.456
H -4.805 -1.067 -0.193
C 0.246 0.376 4.053
H 0.381 0.972 3.151
H 0.187 -1.847 -3.846
O -5.050 -0.124 1.942
H 5.159 -1.151 -2.680
H -1.644 3.470 -0.957
H -2.319 -3.779 -0.869
H -0.025 2.821 -2.821
C -3.953 -0.207 1.460
H -1.539 -1.404 -3.570
H -0.755 2.001 -4.243
C -2.364 -3.330 -1.861
H 4.403 -2.722 -2.407
C -0.959 -2.955 -2.248
H -3.441 0.016 -0.597
H 2.529 1.633 0.205
C -0.116 -2.076 4.688
H -1.151 -2.352 4.467
H 4.165 -1.928 -3.972
H 1.774 0.688 -2.343
C 2.643 0.279 -2.860
H -0.689 0.625 4.551
C 0.377 -1.071 3.688
H 3.158 4.168 2.908
H 2.279 3.000 3.956
C -2.757 0.471 2.069
C -1.889 2.409 -0.922
H -1.016 -2.859 -4.382
O 2.402 -1.565 -1.415
C 3.060 -1.059 -2.320
H -2.984 0.565 3.132
H -1.458 3.463 -3.662
H 1.174 1.977 1.269
O -2.547 0.921 -2.673
H 2.298 0.095 -3.881
H -1.176 1.843 -0.319
C 4.281 -1.759 -2.901
F 0.356 -0.615 -0.001
Hf 1.219 -2.631 0.541
H 1.085 0.620 4.711
H -0.195 -1.594 5.663
O 0.013 -3.085 -1.485
*
```


(8)
ORCA calculation (ωB97M-V/def2-TZVPD) on C23H41NO2P2Ti as an isolated structure at a distorted geometry.

Computed properties:
- Kohn-Sham gap (alpha / beta): 0.120 / 0.097 Ha
- LUMO (alpha / beta): -6.313 / -6.211 eV

```
! RIJCOSX wB97M-V def2-TZVPD def2/J DEFGRID3
* xyz 1 2
C -0.762 -0.478 3.698
H -5.846 -1.617 -0.440
H 3.696 2.914 -1.696
C -0.924 -1.499 2.740
H -1.860 -0.993 -4.059
C 1.200 0.795 4.709
C 0.639 -2.745 1.090
C 2.770 -1.024 2.681
C -1.683 2.143 -2.593
C -1.829 0.153 4.495
H 3.281 -1.105 3.649
H -1.709 1.240 4.497
H -0.444 3.783 -3.151
O -0.851 2.663 2.002
H 1.065 -3.685 1.480
H 3.074 -1.877 2.068
H 1.503 1.958 0.442
H -3.040 -1.545 2.592
H 0.308 -1.592 -3.762
C 1.322 0.940 -1.567
C -2.180 -2.205 2.454
H 3.621 3.661 -0.076
H -0.273 -3.000 0.535
C -2.016 0.743 -2.868
H 2.213 0.663 -2.148
C 0.919 2.365 -2.242
C 0.189 -0.548 -3.448
H 1.129 3.193 -1.547
C 0.617 -0.183 3.796
H -5.008 -0.519 -1.658
H -4.757 -0.245 0.075
H -3.058 0.404 -2.711
C -1.256 -0.096 -3.889
H -2.299 2.771 -1.893
H 1.829 0.204 0.519
H 0.914 -0.053 -4.110
C 1.998 1.113 -0.088
H 3.773 -0.725 -1.290
O -1.665 1.145 0.623
H 1.358 -2.340 0.362
H -1.805 -0.187 5.536
C 0.415 -0.361 -1.959
C 1.306 -1.000 2.862
H -2.190 -2.596 1.440
H 2.286 0.793 4.638
H 0.852 1.809 4.485
N -0.814 2.189 0.890
H -2.741 -2.820 -2.883
H 5.448 -0.341 -0.814
C 4.498 0.110 -1.163
H -4.570 -2.904 -2.863
C 4.133 2.909 -0.688
Ti -0.777 1.083 -1.315
H 5.199 3.164 -0.726
H 3.132 -0.105 2.192
H -2.823 -0.070 4.098
C -0.376 2.683 -3.099
H 0.833 -1.244 -1.464
P 4.018 1.302 0.217
H -1.218 0.380 -4.883
C -4.923 -1.034 -0.686
C 0.347 -1.780 2.175
H -0.203 2.355 -4.134
H -3.577 -4.149 -1.993
H 4.666 0.604 -2.146
C -3.636 -3.072 -2.287
H 0.938 0.590 5.752
H -2.327 -3.085 3.091
H 1.713 2.454 -2.999
P -3.759 -2.451 -0.551
*
```


(9)
ORCA calculation (ωB97M-V/def2-TZVPD) on C10H9F6N5O4S3V as an isolated structure at a distorted geometry.

Computed properties:
- Kohn-Sham gap (alpha / beta): 0.257 / 0.274 Ha
- ΔE to the lowest compared entry with this formula, charge and spin: 0.6172 eV
- LUMO (alpha / beta): -0.470 / -0.894 eV

```
! RIJCOSX wB97M-V def2-TZVPD def2/J DEFGRID3
* xyz 0 4
S -1.882 -1.464 1.441
F 3.661 0.823 0.094
C -2.891 -1.245 0.016
C -1.481 1.713 -0.593
S 0.603 -3.081 -1.217
C 1.497 2.979 2.082
H -4.007 -2.890 0.414
H -3.224 2.005 -1.750
O 0.618 -4.109 -2.199
F 0.843 -3.268 1.411
C -0.344 2.205 0.208
V -0.101 -0.552 0.179
H 2.209 3.245 2.850
N -1.597 0.434 -0.494
H -4.458 -2.020 -1.022
F -0.708 -4.499 0.528
S 2.384 -0.879 -1.396
N 0.224 1.258 1.009
H -0.419 4.252 -0.392
C 1.092 1.667 1.944
C -2.519 2.604 -1.182
O -0.506 -2.121 -1.270
C 0.038 3.534 0.277
O 3.281 -0.787 -2.495
O 1.258 0.069 -1.373
N -2.741 -0.237 -0.825
H 1.301 4.957 1.267
N -3.930 -2.077 -0.168
C 3.393 -0.475 0.088
C 0.983 3.924 1.210
F 2.696 -0.771 1.201
H -3.062 3.131 -0.394
N 1.974 -2.334 -0.966
F 4.510 -1.176 0.086
C 0.516 -4.031 0.372
H 1.473 0.901 2.604
H -2.069 3.351 -1.837
F 1.387 -5.035 0.289
*
```